(1)
Here is C28H46GeN5O4RhS2Se as an isolated structure at a distorted geometry from the OMol25 dataset. Energies are from ωB97M-V with the def2-TZVPD basis set.

ΔE to the lowest compared entry with this formula, charge and spin in kcal per mole: 23.54
Orbital gap (alpha / beta) in eV: 7.89 / 6.83
Multiplicity: 5
E in Ha: -7054.45811
LUMO energy (alpha / beta) in Ha: 0.010 / -0.047

Atoms and positions in Å:
Rh: -2.00773 -0.34676 -0.16970
C: 3.80168 -4.36457 1.41905
C: 3.93374 -2.83709 1.08809
C: 4.40272 -2.03842 2.30648
C: 4.99133 -2.62970 -0.03548
C: 2.56467 -2.34734 0.76145
C: 1.47473 -2.32362 1.61549
C: 0.32413 -1.69820 1.28669
N: 0.07138 -1.17894 0.12665
C: 1.07351 -1.17530 -0.76531
C: 2.32549 -1.78465 -0.53667
C: 0.73376 -0.53815 -2.06525
C: 0.58462 -1.31207 -3.15394
C: 0.23374 -0.64324 -4.34304
C: 0.06592 0.71098 -4.27110
C: 0.22948 1.36098 -3.09878
N: 0.65195 0.78158 -1.99810
C: 0.00523 -1.40975 -5.70146
C: 1.45229 -1.92694 -6.14831
C: -0.99627 -2.56739 -5.40202
C: -0.52328 -0.49549 -6.85247
H: 4.80301 -4.78313 1.80864
H: 3.51934 -4.94401 0.53767
H: 3.08212 -4.62767 2.21753
H: 5.37574 -2.42429 2.61208
H: 3.67298 -1.98544 3.05741
H: 4.69120 -1.08428 1.88119
H: 5.94454 -3.04840 0.29014
H: 5.13694 -1.58980 -0.41057
H: 4.73152 -3.30181 -0.82401
H: 1.60180 -2.64428 2.65636
H: -0.42108 -1.67711 2.02047
H: 3.04471 -1.66301 -1.30164
H: 0.54819 -2.37255 -3.10864
H: -0.18299 1.29614 -5.14508
H: 0.09571 2.45951 -3.14113
H: 1.85905 -2.55059 -5.34061
H: 2.03176 -0.98722 -6.20807
H: 1.36259 -2.39872 -7.10629
H: -0.50398 -3.23666 -4.71003
H: -1.14193 -3.10679 -6.30847
H: -1.94568 -2.09593 -5.05238
H: 0.30828 0.02710 -7.27541
H: -1.25523 0.29277 -6.50592
H: -0.86632 -1.14516 -7.70931
O: -2.93107 0.29558 4.26496
S: -2.43744 0.72580 2.96540
O: -2.65072 -0.37141 1.90081
O: -0.90583 0.84492 2.98503
O: -2.95882 1.98695 2.47804
C: 0.97759 3.11213 4.66699
Ge: -0.33499 2.61495 5.98740
C: -2.07213 3.39794 5.65021
C: 0.39751 2.97714 7.81137
C: -0.53649 0.64739 5.98492
Se: 0.46762 -0.19650 4.54727
C: -0.32326 -1.92501 4.71399
H: 1.21570 2.17707 4.08122
H: 1.95841 3.31229 5.13282
H: 0.83757 3.96592 3.90037
H: -2.24960 3.70608 4.59708
H: -2.32457 4.26416 6.26943
H: -2.77170 2.59714 5.90841
H: 0.26445 4.03930 8.16842
H: 1.50340 2.88754 7.78314
H: -0.04052 2.31434 8.58533
H: -1.52236 0.46941 5.62811
H: -0.26999 0.09604 6.80756
H: -0.63214 -2.13448 5.75202
H: 0.28510 -2.73861 4.39644
H: -1.23391 -1.85740 4.04501
C: -3.05342 4.08544 -2.54625
C: -3.47251 2.81458 -3.20475
C: -4.05593 2.77583 -4.50562
C: -4.30663 1.48096 -4.92588
N: -4.10370 0.35172 -4.25008
C: -3.48955 0.54776 -3.04686
S: -2.96699 -0.93769 -2.21443
N: -3.31228 1.70844 -2.48321
H: -3.78834 4.71801 -2.09018
H: -2.49073 4.69582 -3.26158
H: -2.39890 3.78706 -1.73426
H: -4.33216 3.56574 -5.13363
H: -4.79348 1.29072 -5.91108
N: -1.51544 1.80220 -0.16178
H: -0.63214 2.17954 -0.54764
H: -1.66998 2.13793 0.77547
H: -2.21503 2.14266 -0.76614

Here are the Löwdin charges for atoms 1 to 6, given in e: 0.844 -0.036 -0.545 -0.029 -0.055 -0.143

(2)
Here is a 2-piece molecular cluster, C7H17BrNO6PS overall at a distorted geometry from the OMol25 dataset. Energies are from ωB97M-V with the def2-TZVPD basis set.

Orbital gap in eV: 8.13
E in Ha: -4096.43623
LUMO energy in Ha: -0.021

Atoms and positions in Å:
C: 2.72956 1.19809 0.73207
P: 1.38562 2.14495 -0.29453
O: 2.02512 2.21788 -1.91407
C: -0.26722 1.12262 -0.23352
C: 0.30553 -0.40309 -0.41331
C: -0.74004 -1.41501 -1.22896
C: 0.03448 -2.87320 -1.30509
C: 0.03588 -3.63523 0.18157
N: -1.32991 -3.54958 0.86080
O: -0.71042 1.44115 1.16338
S: -2.42523 1.73151 1.15545
O: -2.94497 2.61024 2.35827
O: -2.94682 0.24764 1.08883
O: -2.38176 2.58982 -0.34895
C: -1.53601 1.63431 -1.13941
Br: -1.18777 2.51643 -2.91295
H: 2.25236 0.55254 1.61556
H: 3.61458 1.87875 1.08343
H: 3.18515 0.39691 -0.02545
H: 2.57034 1.36766 -2.01725
H: 0.44790 -0.85471 0.66976
H: 1.32379 -0.46001 -1.03115
H: -1.80728 -1.46145 -0.74747
H: -0.75381 -0.99614 -2.34640
H: -0.46740 -3.59709 -2.07556
H: 1.18814 -2.68428 -1.54177
H: 0.87752 -3.16159 0.86678
H: 0.36604 -4.73932 -0.03145
H: -1.24866 -4.18743 1.68662
H: -1.48329 -2.57692 1.22694
H: -2.37098 0.83796 -1.44469
O: 1.15070 4.02680 2.13296
H: 0.53329 4.13045 2.87257
H: 0.57556 3.94936 1.35695

Here are the Löwdin charges for atoms 1 to 6, given in e: -0.264 0.954 -0.379 -0.526 -0.169 -0.195

(3)
Here is a 2-piece molecular cluster, C2H4FPSi overall at a distorted geometry from the OMol25 dataset. Energies are from ωB97M-V with the def2-TZVPD basis set.

ΔE to the lowest compared entry with this formula, charge and spin in kcal per mole: 41.83
Orbital gap in eV: 7.14
E in Ha: -809.18362
LUMO energy in Ha: -0.051

Atoms and positions in Å:
C: 0.77894 1.28134 0.84877
P: 2.54312 1.45953 0.74564
C: 1.12431 2.30751 0.10145
H: 0.96453 3.12913 -0.55294
F: -2.22489 -2.57931 -0.53938
Si: -1.01355 -1.58714 -0.18224
H: -0.36042 -2.18254 0.86349
H: -0.29031 -1.47572 -1.36965
H: -1.52172 -0.35280 0.08485

Here are the Löwdin charges for atoms 1 to 6, given in e: -0.442 0.911 -0.446 0.034 -0.285 0.533

What is the formula in the third record? C2H4FPSi